(1)
This record from the OMol25 dataset describes C6H13NO in the gas phase. The level of theory is ωB97M-V with the def2-TZVPD basis set.

Structure (XYZ):
```
21
C6H13NO ωB97M-V with the def2-TZVPD basis set
C -0.255 -2.171 2.646
C -1.266 -1.281 1.941
C -0.886 -0.949 0.493
C -0.905 0.550 0.234
N -0.477 0.914 -1.114
C 0.800 1.073 -1.571
C 1.897 1.110 -0.530
O 1.022 1.163 -2.763
H -0.512 -2.314 3.691
H 0.758 -1.768 2.677
H -0.143 -3.149 2.186
H -2.216 -1.812 1.976
H -1.412 -0.380 2.549
H 0.108 -1.367 0.312
H -1.561 -1.446 -0.196
H -1.930 0.904 0.315
H -0.257 1.060 0.940
H -1.147 0.808 -1.866
H 1.634 1.791 0.281
H 2.792 1.491 -1.002
H 2.060 0.111 -0.115
```

As for the SMILES: CCCCNC(C)=O. As for the frontier orbital gap: 10.380 eV. The calculation puts the total energy at -366.4237 hartree. Its energy relative to the best compared isomer or geometry (same formula, charge and spin) is 26.8 kJ/mol. The value obtained for the LUMO energy is 0.93 eV. The spin multiplicity is 1.

(2)
This record from the OMol25 dataset describes a gas-phase ion, C7H11NO3PS (charge +1). The level of theory is ωB97M-V with the def2-TZVPD basis set.

Structure (XYZ):
```
24
C7H11NO3PS ωB97M-V with the def2-TZVPD basis set
C 2.852 0.008 -0.609
C 2.407 0.962 0.426
C 1.935 -0.884 -1.068
C 1.115 0.958 0.901
C 0.501 -0.792 -0.456
C -1.134 0.197 1.138
C -1.854 1.439 0.719
N 0.180 0.071 0.481
O -3.522 0.095 -0.940
O -2.028 -2.098 -0.555
O -1.257 0.389 -1.745
P -0.769 -1.937 -1.275
S -2.354 1.150 -1.180
H 3.819 0.030 -1.071
H 3.136 1.626 0.740
H 2.343 -1.774 -1.457
H 0.791 1.883 1.452
H -1.757 -0.696 1.076
H -1.039 0.438 2.201
H -2.927 1.415 1.071
H -1.503 2.443 0.790
H -3.303 -0.803 -0.915
H 0.125 -2.963 -1.148
H -0.857 -1.713 -2.642
```

As for the frontier orbital gap: 8.257 eV. The calculation puts the total energy at -1293.0216 hartree. The total charge is +1. Its energy relative to the best compared isomer or geometry (same formula, charge and spin) is 88.3 kJ/mol. The value obtained for the LUMO energy is -4.62 eV. The spin multiplicity is 1.

(3)
This record from the OMol25 dataset describes a molecular structure, H37O19. The level of theory is ωB97M-V with the def2-TZVPD basis set.

Structure (XYZ):
```
56
H37O19 ωB97M-V with the def2-TZVPD basis set
O -1.118 -1.697 1.166
H -1.307 -1.301 1.994
H -0.469 -0.941 0.855
O -3.315 -0.731 2.988
H 1.461 0.180 4.036
H -2.578 -1.187 2.621
O 3.894 -1.733 -1.920
H 2.458 -0.735 -1.758
H 2.954 -2.015 -1.667
O 0.877 2.322 1.561
H 0.914 1.374 1.634
H 1.475 2.754 0.989
O -1.586 -0.128 -3.829
H -0.899 0.528 -3.552
H -1.190 -0.959 -3.542
O -1.758 1.718 1.902
H -0.754 1.640 1.930
H -1.971 2.491 2.417
O -2.949 1.746 -2.187
H -2.526 1.857 -1.379
H -2.414 1.090 -2.642
O 2.093 0.180 -1.747
H 2.794 0.124 3.156
O -0.296 -2.159 -2.299
H 0.363 -2.470 -1.614
H -0.954 -1.992 -1.585
O 1.395 3.111 -2.603
H 0.850 3.772 -3.141
H 2.304 3.149 -2.953
O -1.826 4.093 0.632
H -1.088 3.544 0.711
H -2.624 3.651 0.953
O -0.447 -3.722 2.462
H 3.997 -2.072 -1.015
H 0.176 -4.463 2.439
O -0.530 0.931 -1.611
H -0.296 0.220 -0.908
H 1.213 0.064 -2.152
O 2.635 -0.644 2.663
H -0.544 1.875 -1.334
H -0.432 -3.401 1.555
O 3.767 2.020 -2.304
H 3.242 1.186 -2.188
H 3.820 2.389 -1.450
O 0.753 -0.121 0.500
H 0.882 0.535 -0.190
H 1.992 -0.484 1.969
O -4.315 -2.384 -0.068
H -3.332 -2.615 -0.249
H -4.055 -2.213 0.847
O 0.935 -0.478 4.680
H 1.163 -1.311 4.311
H -3.441 0.024 2.425
O 1.362 -2.325 -0.291
H 0.897 -1.241 0.068
H 1.192 -2.862 0.482
```

As for the frontier orbital gap: 10.120 eV. The calculation puts the total energy at -1451.7167 hartree. The total charge is -1. Its energy relative to the best compared isomer or geometry (same formula, charge and spin) is 488.1 kJ/mol. The value obtained for the LUMO energy is 2.13 eV. The spin multiplicity is 1.

(4)
This record from the OMol25 dataset describes 2 unconnected molecules or ions with the total composition C2H8P2S2. The level of theory is ωB97M-V with the def2-TZVPD basis set.

Structure (XYZ):
```
14
C2H8P2S2 ωB97M-V with the def2-TZVPD basis set
S 1.567 -2.461 0.796
P 1.117 -1.166 -0.474
P 2.019 0.777 -0.668
S 3.567 0.542 0.835
H 0.948 -1.498 -1.830
H -0.311 -0.662 -0.595
H 1.047 1.314 0.230
H 4.353 0.127 -0.135
C -2.517 0.149 0.798
C -2.162 0.968 -0.177
H -3.429 -0.419 0.730
H -2.062 0.041 1.815
H -2.873 0.825 -1.017
H -1.263 1.463 -0.307
```

As for the SMILES: S=[PH2]PS.C=C. As for the frontier orbital gap: 8.973 eV. The calculation puts the total energy at -1560.0064 hartree. Its energy relative to the best compared isomer or geometry (same formula, charge and spin) is 113.9 kJ/mol. The value obtained for the LUMO energy is 0.00 eV. The spin multiplicity is 1.

(5)
This record from the OMol25 dataset describes C11H16N2O3 in the gas phase. The level of theory is ωB97M-V with the def2-TZVPD basis set.

Structure (XYZ):
```
32
C11H16N2O3 ωB97M-V with the def2-TZVPD basis set
C -0.266 -0.019 3.828
C 0.606 -0.219 2.587
C 1.906 0.567 2.717
N 0.899 -1.641 2.447
C -0.040 -2.436 1.712
C 0.167 -2.509 0.168
O -0.786 -3.442 -0.292
C 0.009 -1.161 -0.479
C -1.268 -0.665 -0.740
C -1.432 0.580 -1.307
C -0.308 1.339 -1.618
N -0.471 2.640 -2.206
O -1.603 3.029 -2.411
O 0.532 3.274 -2.462
C 0.973 0.854 -1.376
C 1.125 -0.396 -0.814
H 0.271 -0.354 4.711
H -0.525 1.030 3.944
H -1.183 -0.597 3.746
H 0.054 0.158 1.710
H 2.482 0.195 3.561
H 2.506 0.473 1.813
H 1.694 1.620 2.877
H 1.846 -1.800 2.125
H 0.015 -3.470 2.066
H -1.050 -2.070 1.901
H 1.188 -2.885 -0.020
H -0.714 -3.528 -1.249
H -2.125 -1.272 -0.489
H -2.413 0.981 -1.513
H 1.824 1.463 -1.638
H 2.116 -0.785 -0.631
```

As for the SMILES: CC(C)NC[C@@H](O)c1ccc([N+](=O)[O-])cc1. As for the frontier orbital gap: 8.228 eV. The calculation puts the total energy at -763.8921 hartree. Its energy relative to the best compared isomer or geometry (same formula, charge and spin) is 305.6 kJ/mol. The value obtained for the LUMO energy is -0.62 eV. The spin multiplicity is 1.